Computed, not measured: a 3-piece molecular cluster, C16H22F16NO3 overall in a non-equilibrium geometry, with the ωB97M-V functional and the def2-TZVPD basis.

Atoms and positions in Å:
O -2.45882 -0.11206 0.67869
C -2.91171 -0.94407 -0.45479
C -1.91787 -0.92362 -1.75854
C -0.47426 -1.70110 -1.52479
C -0.45266 -2.98606 -0.45541
C 1.09084 -3.05839 0.18515
N 1.39177 -1.54858 0.25799
C 0.80497 -0.79449 -0.94308
H -1.73171 -0.55831 1.20678
H -3.97978 -0.52197 -0.76204
H -3.11320 -2.07190 -0.12832
H -2.48934 -1.50766 -2.62846
H -1.77622 0.19877 -2.12784
H -0.10574 -1.93836 -2.63446
H -0.87433 -3.98687 -0.92256
H -1.07207 -2.79528 0.54699
H 0.92353 -3.43853 1.29466
H 1.88277 -3.71643 -0.37706
H 2.42577 -1.52318 0.40845
H 0.84506 -1.18023 1.07818
H 0.53315 0.31494 -0.62356
H 1.65497 -0.89118 -1.76871
C -6.98299 2.98168 2.24557
C -6.40451 3.94413 3.29464
C -5.81526 5.23617 2.73904
F -4.79845 5.01055 1.86709
F -5.29797 5.99563 3.74245
F -5.50287 3.27231 4.06130
F -7.42883 4.27777 4.14445
O -6.11911 1.92961 1.80264
C -5.19247 2.28939 0.77970
C -3.73231 2.24814 1.25543
F -3.52692 3.03401 2.34181
F -2.89414 2.70037 0.28912
F -5.54906 3.49071 0.26166
F -5.37377 1.38335 -0.21973
H -7.81910 2.46214 2.73098
H -7.44199 3.51706 1.40399
H -6.57684 5.83433 2.23485
H -3.43232 1.22960 1.51533
C 7.59298 -1.86496 -1.73284
C 6.50695 -2.95119 -1.77895
C 5.31922 -2.64721 -2.68566
F 4.66801 -1.51092 -2.32527
F 4.40203 -3.65028 -2.62402
F 6.10754 -3.23112 -0.50845
F 7.10387 -4.09948 -2.23485
O 7.51384 -0.93191 -0.65001
C 6.61076 0.15492 -0.84437
C 5.41113 0.11309 0.11440
F 4.72915 -1.05628 0.02811
F 4.52424 1.09827 -0.17475
F 6.24665 0.20017 -2.14977
F 7.33656 1.28430 -0.62001
H 8.54530 -2.38702 -1.57421
H 7.71263 -1.36063 -2.70078
H 5.63050 -2.55167 -3.72777
H 5.73244 0.23952 1.15158

Atoms 1-3, force components in eV/Å:
1.28 -2.15 -0.68
-0.87 -0.77 -0.80
-0.53 -0.15 0.32

Output
Max |F|: 2.90 eV Å⁻¹
Net charge: +1
Multiplicity: 1
Gap between HOMO and LUMO: 0.360 Ha
Lowest unoccupied orbital energy: -3.42 eV
HOMO energy: -13.2 eV
Energy: -68050.83384 eV
ΔE to the lowest compared entry with this formula, charge and spin: 289.69 kJ/mol



Computed, not measured: a 3-piece molecular cluster, C16H22F2N4O8S overall in a non-equilibrium geometry, with the ωB97M-V functional and the def2-TZVPD basis.

Atoms and positions in Å:
C 2.06885 -2.39161 0.25284
O 1.66506 -1.13484 0.86308
C 2.69434 -0.10435 0.67061
N 2.13049 1.26684 0.50424
C 0.86571 1.46699 1.23093
O 0.88246 1.21134 2.48042
O -0.27388 1.97102 0.55849
C -1.50456 1.37906 1.04904
C -1.78892 -0.11792 0.50945
C -3.03722 -0.02604 -0.54039
S -3.48690 -1.68048 -1.27384
O -4.67271 -1.53913 -2.21854
O -2.26362 -2.11280 -2.09640
O -3.74786 -2.83373 -0.07788
N 2.08064 1.69985 -0.81849
C 3.36098 2.27221 -1.29213
O 3.51233 3.51649 -1.14729
F 4.44871 1.54250 -1.84537
C 1.50621 0.70206 -1.75027
O 0.28317 0.64342 -2.05725
F 2.34161 -0.26778 -2.43726
H 1.10666 -3.02801 0.12204
H 2.80507 -2.93817 0.94021
H 2.53009 -2.25960 -0.78688
H 3.28622 -0.09353 1.67191
H 3.47058 -0.40081 -0.13067
H -1.62276 1.40756 2.19428
H -2.36375 2.04399 0.63805
H -2.19157 -0.73013 1.40922
H -0.85903 -0.61789 0.03145
H -3.95244 0.37840 0.02484
H -2.81959 0.72431 -1.38650
H -3.53156 -2.47641 0.81685
C -1.13933 -1.60582 -6.53890
C -2.28690 -2.07402 -7.22226
C -3.27901 -2.24315 -6.28674
N -2.77157 -1.89917 -5.06177
C -1.46881 -1.50397 -5.20848
H -0.17823 -1.36793 -6.97150
H -2.37846 -2.26563 -8.28171
H -4.30030 -2.57931 -6.38679
H -3.27271 -1.93057 -4.19031
H -0.88890 -1.18643 -4.35464
C 2.76069 2.38094 7.22852
C 1.39701 2.75367 7.31353
C 0.76453 2.24746 6.20354
N 1.69710 1.58711 5.44968
C 2.91564 1.65880 6.06967
H 3.54252 2.61370 7.93684
H 0.92912 3.32817 8.09984
H -0.26598 2.30140 5.88560
H 1.51447 1.11961 4.57372
H 3.78628 1.19235 5.63335

Atoms 1-3, force components in eV/Å:
-0.47 -1.09 -0.21
1.37 0.83 -1.81
1.36 -1.38 2.90

Output
Max |F|: 6.75 eV Å⁻¹
Net charge: 0
Multiplicity: 1
SMILES: COCN(C(=O)OCCCS(=O)(=O)O)N(C(=O)F)C(=O)F.c1cc[nH]c1.c1cc[nH]c1
Gap between HOMO and LUMO: 0.242 Ha
Lowest unoccupied orbital energy: -1.08 eV
HOMO energy: -7.7 eV
Energy: -55552.51415 eV